{
  "formula": "C31H52BrN5P2Sn",
  "method": "ωB97M-V with the def2-TZVPD basis set",
  "species": ["N", "C", "C", "C", "C", "C", "C", "Sn", "P", "C", "C", "C", "C", "C", "C", "C", "Br", "H", "H", "H", "H", "H", "H", "H", "H", "H", "H", "P", "C", "C", "H", "H", "H", "H", "H", "C", "C", "H", "H", "H", "H", "H", "C", "C", "H", "H", "H", "H", "H", "C", "C", "H", "H", "H", "H", "H", "C", "C", "H", "H", "H", "H", "H", "C", "C", "H", "H", "H", "H", "H", "C", "N", "C", "N", "C", "N", "C", "N", "C", "C", "H", "H", "H", "H", "H", "H", "H", "H", "H", "H", "H", "H"],
  "xyz": [[9.201951, -2.909578, 0.494257], [8.295153, -3.665362, 1.143657], [6.926459, -3.455968, 0.994560], [6.457002, -2.442536, 0.125936], [7.425811, -1.684986, -0.591799], [8.802130, -1.954021, -0.335478], [5.000667, -2.233707, 0.061858], [1.280320, -2.344728, -0.898186], [-3.701009, -0.097222, -4.039771], [4.368087, -1.433890, -0.840418], [3.100032, -0.780827, -0.606486], [2.352589, -0.202464, -1.664919], [1.076886, 0.306746, -1.462812], [0.477765, 0.550682, -0.149805], [1.219025, -0.176602, 0.873988], [2.474466, -0.775305, 0.695406], [-1.547842, 0.363419, -0.326573], [4.482015, -2.783466, 0.863747], [4.864270, -1.198444, -1.785965], [6.217650, -4.094150, 1.535247], [7.098164, -0.879878, -1.255031], [8.626943, -4.450966, 1.807077], [9.601333, -1.359164, -0.789594], [2.835174, -0.314100, -2.651264], [3.034696, -1.314503, 1.470209], [0.494286, 0.647910, -2.322276], [0.827940, -0.127243, 1.878603], [0.303137, 2.569696, 0.274153], [-3.017934, -1.593056, -3.253008], [-3.275386, -2.841367, -4.076812], [-3.458526, -1.703087, -2.261198], [-1.930699, -1.420479, -3.178430], [-3.001024, -3.740479, -3.555668], [-4.324333, -2.910822, -4.354884], [-2.717875, -2.807626, -5.019828], [-2.273895, 0.935729, -4.542309], [-2.630919, 2.017547, -5.588002], [-1.559369, 0.214693, -4.966305], [-1.864188, 1.403610, -3.628950], [-1.715330, 2.406890, -6.036860], [-3.265621, 1.590167, -6.361529], [-3.192440, 2.853423, -5.155926], [-4.385478, 1.070214, -2.735104], [-5.818573, 0.766615, -2.323411], [-4.298430, 2.088375, -3.090878], [-3.656681, 0.897268, -1.948114], [-6.033471, 1.274080, -1.362725], [-6.610111, 1.113359, -3.022172], [-6.018840, -0.318393, -2.184799], [-0.866626, 3.584927, 1.289944], [-0.205678, 4.865968, 1.791870], [-1.229113, 2.970412, 2.136828], [-1.734388, 3.857987, 0.669221], [0.215045, 4.677493, 2.776172], [0.553988, 5.213413, 1.094681], [-0.952283, 5.656111, 1.872708], [-0.156841, 3.049528, -1.410741], [1.069798, 3.431517, -2.162611], [-0.816697, 3.906328, -1.310113], [-0.738387, 2.248809, -1.853502], [1.633298, 4.098760, -1.509964], [1.696213, 2.585425, -2.483547], [0.806136, 3.989623, -3.072103], [1.943681, 2.885614, 0.968714], [2.059357, 2.551838, 2.461392], [2.164486, 3.935975, 0.750757], [2.621091, 2.286144, 0.366860], [3.105154, 2.337255, 2.705038], [1.739492, 3.373207, 3.116193], [1.492849, 1.659515, 2.794017], [-0.853188, -2.420846, 2.980116], [-1.695952, -1.594745, 2.155253], [-1.854659, -0.249151, 2.734265], [-2.497766, -0.363131, 4.043142], [-1.636842, -1.212502, 4.903070], [-1.439267, -2.617205, 4.352513], [-2.797862, -3.230938, 4.118531], [-3.681514, -2.409726, 3.228872], [-2.990499, -2.233843, 1.929966], [-3.786618, -1.066749, 3.861771], [0.088026, -1.871082, 3.064175], [-0.745240, -3.394773, 2.498758], [-2.467201, 0.335660, 2.052727], [-0.869326, 0.233784, 2.794345], [-2.133471, -1.291768, 5.873185], [-0.627442, -0.787220, 5.010850], [-2.610098, -4.222088, 3.674082], [-3.287598, -3.348228, 5.086844], [-3.584131, -1.603612, 1.264847], [-2.795773, -3.191669, 1.439764], [-4.223849, -1.214936, 4.844008], [-4.456282, -0.467083, 3.245690]],
  "atomic_forces_ev_per_a": [[-1.3, -1.3, -0.5], [-0.4, 0.6, 0.7], [0.6, -0.4, 0.3], [-0.8, -0.1, -0.8], [0.8, -0.4, 0.4], [-1.1, 1.5, -0.3], [1.9, -0.4, 0.6], [-0.6, 0.1, 0.2], [0.9, 2.0, 1.6], [0.4, 0.5, 0.0], [-0.1, -0.9, 0.2], [0.3, 0.1, -0.4], [-0.1, -0.2, -1.3], [-0.9, 2.2, 0.7], [0.6, -1.2, 0.9], [-0.7, 0.4, -0.4], [0.7, -0.9, -0.1], [0.0, 0.6, -0.3], [0.1, 0.1, 0.3], [0.4, 0.1, -0.3], [0.5, -0.3, 0.1], [0.4, 0.0, 0.0], [-0.4, -0.1, 0.1], [-0.7, 0.4, 0.2], [-0.7, 0.6, 0.2], [0.4, -0.2, 0.1], [-0.1, -0.4, 0.1], [-0.2, -0.7, 0.0], [0.0, -0.3, -0.1], [-0.2, 0.1, -1.0], [0.0, 0.2, 0.1], [-0.3, 0.2, 0.2], [0.1, -0.3, 0.3], [-0.1, -0.2, 0.1], [0.0, -0.1, 0.2], [0.0, -0.4, -1.1], [-0.1, -0.1, 0.3], [0.1, 0.4, 0.1], [-0.2, -0.4, -0.1], [-0.2, 0.0, 0.0], [0.2, 0.0, -0.2], [0.2, -0.2, 0.0], [-1.3, -1.1, -1.1], [-1.0, -0.3, 0.7], [0.2, 0.2, -0.3], [0.1, -0.1, 0.3], [0.1, -0.3, -0.4], [0.9, 0.0, 0.2], [0.3, 0.6, 0.1], [-1.1, -1.3, 0.6], [0.3, -0.1, 0.0], [0.0, 0.4, -0.3], [0.3, -0.6, 0.0], [0.1, 0.4, -0.1], [0.1, 0.3, 0.2], [0.0, -0.1, 0.0], [0.2, 0.3, 0.3], [0.7, 0.6, -1.2], [-0.1, 0.1, 0.0], [0.0, 0.0, 0.0], [0.4, 0.1, -0.5], [-0.1, 0.3, 0.3], [0.2, -0.1, 0.2], [-0.1, 0.4, -0.7], [-0.1, -0.3, 0.7], [0.3, -0.2, 0.2], [0.3, 0.0, -0.1], [-0.1, 0.2, -0.1], [0.1, -0.2, -0.4], [0.1, 0.4, -0.3], [-0.8, 0.1, 1.5], [0.8, 0.7, -1.8], [-0.8, -1.2, 0.6], [0.7, -0.2, -0.3], [-0.2, -1.0, -0.3], [-0.6, 1.2, -1.2], [0.5, 0.2, -0.2], [1.2, 0.1, 0.0], [0.0, 0.0, 1.1], [-0.1, -0.4, -0.2], [0.4, -0.4, 0.3], [0.2, -0.1, 0.1], [-0.3, 0.1, 0.3], [-0.1, 0.0, 0.3], [0.3, 0.0, 0.0], [-0.4, 0.1, 0.1], [-0.3, 0.3, 0.1], [0.0, 0.0, -0.1], [-0.2, 0.0, 0.0], [-0.3, -0.1, 0.2], [-0.2, 0.1, 0.1], [0.0, 0.2, 0.1]],
  "lumo_energy_ha": [-0.46706, -0.52550],
  "charge": 4,
  "spin_multiplicity": 1,
  "orbital_gap_ev": [4.038, 2.443]
}

***

{
  "formula": "C37H66ClF3N6O22P",
  "method": "ωB97M-V with the def2-TZVPD basis set",
  "species": ["C", "C", "N", "C", "N", "C", "C", "F", "C", "N", "C", "C", "C", "C", "C", "C", "C", "C", "C", "O", "C", "C", "N", "N", "N", "C", "O", "F", "C", "O", "F", "P", "O", "Cl", "H", "H", "H", "H", "H", "H", "H", "H", "H", "H", "H", "H", "H", "H", "H", "H", "H", "H", "H", "H", "H", "H", "H", "H", "H", "H", "H", "H", "H", "H", "C", "O", "C", "O", "O", "C", "H", "H", "H", "H", "H", "H", "C", "O", "C", "O", "O", "C", "H", "H", "H", "H", "H", "H", "C", "O", "C", "O", "O", "C", "H", "H", "H", "H", "H", "H", "C", "O", "C", "O", "O", "C", "H", "H", "H", "H", "H", "H", "C", "O", "C", "O", "O", "C", "H", "H", "H", "H", "H", "H", "C", "O", "C", "O", "O", "C", "H", "H", "H", "H", "H", "H"],
  "xyz": [[3.603023, 1.841040, 4.640038], [3.919267, 2.133935, 3.524923], [4.090523, 2.661580, 2.275076], [3.682020, 1.990767, 1.223467], [3.076318, 0.754465, 1.309204], [4.077664, -0.296632, 1.575065], [3.587876, -1.442060, 2.453496], [4.539982, -0.782712, 0.361799], [2.180893, 0.695457, 0.136549], [1.926517, -0.624204, -0.376608], [0.853341, 1.327195, 0.678676], [0.183825, 0.493243, 1.797970], [-1.170626, -0.111462, 1.367068], [-2.378074, 0.741795, 1.763565], [-2.358423, 2.183641, 1.196753], [-1.925586, 3.203377, 2.271840], [-1.309692, 4.513091, 1.704539], [0.064081, 4.805906, 2.320279], [2.846323, 1.686443, -0.946933], [3.467816, 0.949817, -1.954605], [1.865976, 2.594980, -1.683999], [0.938070, 1.852370, -2.609096], [-0.278719, 2.203982, -2.625264], [3.763691, 2.421214, -0.071416], [4.989329, 2.963723, -0.494688], [6.039337, 1.977726, -0.533577], [6.535665, 1.579662, 0.463533], [6.370431, 1.517264, -1.720729], [4.867583, 3.938709, -1.552156], [4.562046, 5.057054, -1.344020], [5.129903, 3.479137, -2.759223], [4.858073, 4.338195, 2.111676], [4.016004, 5.040206, 3.290626], [6.633860, 3.897992, 3.026258], [3.471787, 1.649629, 5.681088], [4.935834, 0.183022, 2.050139], [4.334176, -1.628882, 3.225296], [2.653839, -1.211720, 2.957793], [3.527067, -2.354356, 1.860445], [1.004953, -0.647768, -0.790665], [1.987219, -1.325737, 0.348654], [0.129873, 1.418572, -0.127138], [1.045489, 2.349462, 1.024942], [0.850892, -0.324516, 2.082389], [0.053498, 1.109341, 2.685384], [-1.280940, -1.072968, 1.879772], [-1.180881, -0.338283, 0.298091], [-3.284709, 0.242064, 1.410849], [-2.472917, 0.771711, 2.851235], [-3.372155, 2.442447, 0.888815], [-1.723562, 2.229716, 0.311421], [-2.822785, 3.454586, 2.838283], [-1.214135, 2.753351, 2.965264], [-1.230085, 4.436749, 0.618704], [-2.002854, 5.325668, 1.917223], [0.676900, 5.429842, 1.664580], [-0.031024, 5.284530, 3.295311], [0.621125, 3.875719, 2.484389], [4.049433, 0.259941, -1.604153], [1.296318, 3.213268, -0.996295], [2.438316, 3.295041, -2.305597], [1.317816, 1.053730, -3.244384], [-0.805326, 1.650289, -3.301369], [4.612825, 5.529049, 3.881063], [6.847681, -1.781040, -2.888066], [6.117025, -2.998196, -3.022567], [5.132880, -2.940238, -3.924027], [4.825126, -1.966106, -4.560833], [4.546827, -4.131754, -3.978052], [3.458642, -4.216526, -4.905430], [7.590692, -1.949061, -2.113538], [7.344670, -1.519991, -3.820285], [6.184002, -0.972304, -2.584841], [3.798021, -4.018004, -5.919709], [2.668075, -3.519515, -4.633906], [3.079042, -5.232440, -4.842894], [-1.382339, 7.178611, 8.481510], [-0.112900, 6.529227, 8.336462], [0.063081, 5.920941, 7.171462], [-0.723500, 5.872279, 6.261932], [1.280171, 5.361448, 7.168574], [1.581459, 4.673787, 5.959548], [-1.380840, 7.625558, 9.470601], [-1.502631, 7.954017, 7.727958], [-2.191629, 6.455483, 8.406196], [1.566340, 5.356350, 5.111035], [0.876357, 3.859500, 5.792747], [2.584167, 4.267072, 6.071434], [-2.561132, 4.501842, -2.177134], [-3.812442, 4.958402, -2.692349], [-4.594431, 5.500085, -1.759226], [-4.306079, 5.646565, -0.599873], [-5.765469, 5.803194, -2.316345], [-6.720094, 6.363324, -1.408355], [-2.003605, 4.088727, -3.008414], [-2.002117, 5.330674, -1.743560], [-2.721812, 3.728423, -1.429969], [-6.353067, 7.301248, -0.997055], [-6.939022, 5.664183, -0.602678], [-7.619242, 6.546099, -1.989333], [3.053496, -7.926372, -2.894666], [2.336993, -9.149174, -3.056342], [1.350436, -9.077938, -3.952537], [1.051180, -8.099161, -4.587578], [0.758389, -10.266129, -4.017443], [-0.330836, -10.336633, -4.944272], [3.821235, -8.108322, -2.148382], [3.523498, -7.632272, -3.831620], [2.389670, -7.136417, -2.546045], [0.012844, -10.129200, -5.955515], [-1.116159, -9.637201, -4.663790], [-0.715847, -11.350381, -4.889694], [-7.094336, 0.323052, 1.509255], [-7.729716, 0.730993, 0.296197], [-6.958392, 1.450750, -0.515936], [-5.812605, 1.764580, -0.307365], [-7.668115, 1.763612, -1.597321], [-6.956089, 2.550244, -2.556098], [-7.835130, -0.246623, 2.062112], [-6.231959, -0.306725, 1.297458], [-6.788730, 1.189737, 2.092660], [-6.081990, 2.012189, -2.918509], [-6.655183, 3.500344, -2.123835], [-7.641400, 2.728551, -3.379183], [-6.311552, -10.179228, -2.657836], [-5.301977, -10.002845, -1.659878], [-4.213019, -10.747262, -1.846091], [-4.028442, -11.513634, -2.755238], [-3.358514, -10.492563, -0.854750], [-2.143714, -11.241913, -0.926703], [-7.128856, -9.519968, -2.381131], [-5.932893, -9.901866, -3.639718], [-6.660795, -11.209666, -2.671892], [-1.608390, -11.019813, -1.848465], [-2.344034, -12.309600, -0.861820], [-1.539892, -10.936821, -0.077072]],
  "atomic_forces_ev_per_a": [[0.5, 0.1, 0.2], [-0.5, 0.2, -0.1], [0.5, 0.0, 0.4], [-0.2, -0.6, -0.8], [0.7, 0.2, -0.1], [0.0, -0.2, 0.8], [0.3, 0.0, -0.1], [0.2, 0.1, -0.2], [-2.1, 0.9, 0.6], [0.8, 0.2, -0.1], [0.1, 0.0, 0.2], [0.2, -0.1, -0.6], [0.0, -0.1, 0.9], [-0.3, 0.2, -0.7], [-0.2, -0.2, 0.8], [0.0, 0.4, -0.7], [-0.1, -0.5, 0.4], [0.0, 0.0, -0.2], [-0.4, -2.1, -0.8], [0.7, 0.8, 0.3], [0.5, 0.3, 0.0], [-0.6, 0.1, 0.2], [0.1, -0.2, 0.0], [0.5, 0.8, 0.8], [0.0, -0.4, -1.3], [0.0, -0.5, 0.5], [-0.2, 0.0, -0.2], [0.1, 0.4, 0.0], [-0.3, 0.8, 0.3], [-0.1, -0.3, 0.0], [0.2, -0.2, 0.2], [0.0, 0.4, -0.3], [0.5, -0.2, 0.0], [-0.2, 0.0, 0.0], [-0.1, -0.2, -0.1], [-0.1, 0.1, 0.0], [0.0, 0.0, 0.0], [-0.1, 0.0, -0.2], [-0.3, 0.0, 0.0], [-0.1, -0.1, 0.0], [-0.1, -0.1, -0.1], [0.2, 0.1, -0.3], [0.1, 0.0, 0.0], [0.0, 0.1, 0.1], [0.0, 0.0, 0.1], [0.0, 0.0, -0.1], [0.0, 0.1, -0.1], [0.1, -0.1, 0.0], [0.1, 0.0, 0.1], [0.1, 0.0, -0.2], [0.0, 0.1, -0.1], [0.1, -0.1, 0.2], [0.0, -0.1, 0.1], [0.0, 0.0, 0.0], [0.1, 0.2, -0.2], [-0.1, 0.2, 0.1], [0.0, 0.1, 0.0], [0.0, 0.0, 0.0], [-0.4, -0.3, 0.1], [-0.1, 0.0, 0.0], [0.1, -0.1, 0.0], [0.3, 0.1, 0.0], [0.0, 0.1, 0.0], [-0.3, 0.0, 0.2], [0.1, 0.1, 0.1], [0.0, 0.0, 0.0], [-0.1, -0.1, 0.1], [0.0, 0.0, 0.0], [0.0, 0.0, 0.0], [-0.2, -0.2, -0.1], [0.0, -0.1, 0.0], [-0.1, 0.0, 0.0], [0.0, 0.0, -0.1], [0.0, 0.1, 0.0], [0.1, 0.1, 0.0], [0.1, 0.0, 0.1], [-0.1, 0.1, 0.1], [0.0, 0.0, 0.0], [0.0, 0.0, 0.1], [0.0, 0.0, 0.0], [0.0, 0.0, 0.0], [0.2, -0.1, -0.1], [0.1, 0.0, 0.0], [0.0, -0.1, -0.1], [0.0, 0.0, -0.1], [-0.1, 0.0, 0.0], [0.0, 0.1, -0.1], [0.0, 0.1, 0.1], [0.2, 0.0, 0.0], [0.0, 0.1, 0.0], [-0.1, -0.3, 0.1], [0.0, 0.1, 0.0], [0.0, 0.1, -0.1], [-0.2, 0.1, 0.0], [-0.1, 0.0, -0.1], [0.0, 0.0, 0.1], [0.0, 0.0, 0.1], [0.0, 0.0, 0.1], [0.1, 0.0, 0.0], [0.1, 0.0, -0.1], [0.2, 0.1, 0.1], [0.0, 0.0, 0.0], [0.0, -0.1, 0.0], [0.0, 0.0, 0.0], [0.0, 0.0, 0.0], [-0.2, -0.1, -0.1], [0.0, -0.1, 0.0], [0.0, 0.0, 0.0], [0.0, 0.0, -0.1], [0.0, 0.1, 0.0], [0.0, 0.1, 0.0], [0.1, 0.0, 0.1], [0.0, -0.1, 0.1], [0.0, 0.0, 0.0], [-0.1, 0.0, -0.1], [0.0, 0.0, 0.0], [0.0, 0.0, 0.1], [0.0, 0.1, -0.2], [-0.1, 0.0, -0.1], [0.0, 0.1, 0.0], [0.1, 0.0, 0.0], [0.0, 0.0, 0.1], [0.1, 0.0, 0.0], [-0.1, -0.1, 0.1], [-0.2, 0.0, -0.1], [0.0, 0.0, 0.0], [0.0, 0.1, 0.0], [0.0, 0.0, 0.0], [0.0, 0.0, 0.0], [0.2, -0.1, 0.1], [0.1, 0.0, 0.1], [0.0, -0.1, 0.0], [0.1, 0.0, 0.0], [0.0, -0.1, 0.0], [0.0, 0.0, -0.1], [-0.1, 0.1, 0.0]],
  "lumo_energy_ha": -0.14709,
  "charge": 1,
  "spin_multiplicity": 1,
  "orbital_gap_ev": 8.004
}